No. 1
DFT (ωB97M-V with the def2-TZVPD basis set) results for a single CH3N3OS molecule in a non-equilibrium geometry.

Computed properties:
energy relative to the best compared isomer or geometry (same formula, charge and spin): 4.3461 eV
HOMO-LUMO gap: 9.4 eV
F_max: 7.00 eV/A

Geometry as XYZ:
```
9
Properties=species:S:1:pos:R:3:forces:R:3:nbo_charge:R:1
C -0.618 -0.603 0.244 1.820 3.182 1.600 -0.4745
N 0.209 1.659 -0.166 5.403 -4.404 0.686 0.0942
N 1.424 0.968 0.065 -3.641 3.822 -0.314 -0.5764
N -0.788 0.832 -0.151 -1.800 -0.491 -0.520 -0.3559
O 2.092 -1.381 -0.617 -0.202 0.085 -0.069 -0.9135
S 1.375 -0.660 0.430 -1.400 -0.321 -0.309 1.3695
H -0.955 -0.786 1.272 0.403 0.683 0.086 0.2211
H -1.223 -1.238 -0.281 -0.977 -1.638 -2.222 0.2264
H -1.516 1.210 -0.796 0.395 -0.918 1.062 0.4091
```
Positions in Å, forces in eV/Å.

No. 2
DFT (ωB97M-V with the def2-TZVPD basis set) results for a single CH3N3OS molecule in a non-equilibrium geometry.

Computed properties:
energy relative to the best compared isomer or geometry (same formula, charge and spin): 7.6465 eV
HOMO-LUMO gap (spin up / spin down): 7.6 / 7.6 eV
F_max: 5.77 eV/A

Geometry as XYZ:
```
9
Properties=species:S:1:pos:R:3:forces:R:3:nbo_charge:R:1
C -0.256 0.027 0.752 -1.108 -0.566 -0.006 -0.3333
N -1.610 -1.067 -0.861 -5.109 0.911 -2.512 -0.3276
N -3.738 1.491 -0.480 1.510 -2.088 -0.717 -0.7526
N -0.696 -0.972 -0.043 3.222 3.047 2.731 -0.2232
O -3.341 -0.667 0.894 -0.563 -0.783 1.004 -0.8892
S -3.115 0.172 -0.243 0.253 1.408 -0.069 1.6590
H -0.822 0.885 1.167 -0.552 -0.898 -1.283 0.2212
H 0.678 0.037 1.228 1.247 -1.187 0.273 0.2084
H -0.187 -1.841 -0.188 1.100 0.157 0.580 0.4374
```
Positions in Å, forces in eV/Å.

We obtain molecular weight values of 105.122, 105.122 g/mol for the records listed above, in that order.